Below is 12 unconnected molecules or ions with the total composition C24H66N6O30S6, with properties calculated with ωB97M-V/def2-TZVPD.

```
132
Properties=species:S:1:pos:R:3:mulliken_charge:R:1
S 4.112 0.848 -6.341 1.0917
S 0.360 3.221 -2.925 0.7813
S -1.801 3.921 5.639 1.0434
S -4.786 -4.044 0.574 0.9859
S -4.813 0.934 1.096 0.9785
S 3.814 -3.661 0.837 0.9952
O 4.207 -2.315 0.481 -0.3516
O 1.756 3.139 -3.421 -0.5083
O -4.306 0.773 -0.270 -0.4832
O -1.621 -2.090 4.200 -0.5091
O 3.101 0.063 -7.073 -0.6303
O -4.208 -3.678 -0.952 -0.1188
O -0.667 2.683 5.596 -0.4673
O -0.492 -0.708 1.262 -0.2507
O -3.060 4.994 -0.621 -0.5354
O 2.860 -4.266 -0.439 -0.0941
O 2.275 -3.331 -3.731 -0.5332
O 6.560 -2.238 2.819 -0.5806
O 3.862 0.425 -4.720 -0.1687
O -0.286 1.737 -3.220 0.0005
O 0.871 -1.731 -3.940 -0.4026
O 3.142 -3.887 2.130 -0.5965
O -1.876 4.035 0.970 -0.1841
O -5.888 -4.998 0.507 -0.6390
O -4.957 -2.817 1.341 -0.4661
O 4.398 3.228 1.682 -0.5487
O 2.770 2.023 2.611 -0.4365
O -6.010 0.242 1.603 -0.5922
O 0.107 3.506 -1.514 -0.2993
O -4.885 2.586 1.424 -0.2367
O 5.514 0.761 -6.703 -0.6011
O -3.130 3.409 5.217 -0.5655
O -0.179 1.410 1.358 0.1608
O -1.723 4.592 6.918 -0.6158
O 5.990 -0.312 1.902 -0.5380
O -1.699 -4.302 4.162 -0.5695
N 1.515 -2.645 -4.386 0.9383
N -1.135 -3.213 4.003 0.9701
N 3.206 2.961 1.913 0.8808
N 0.180 0.265 0.990 0.5287
N 5.803 -1.264 2.673 0.9633
N -2.100 4.981 0.180 0.6754
C -5.528 3.144 2.542 -0.0026
C 0.402 0.638 4.693 -0.6943
C -3.539 -4.315 -3.162 -1.3440
C 4.490 -1.239 3.392 -0.5132
C 3.684 2.592 -6.287 -0.7330
C -3.357 -4.908 1.280 -0.5589
C 1.331 -2.977 -5.825 -0.8080
C 4.899 0.666 -3.783 -0.4930
C 2.202 3.867 1.460 -0.5650
C -0.770 4.223 -3.929 -1.1636
C -1.520 1.437 -2.654 -0.1648
C 5.292 -4.753 0.633 -1.0439
C 0.502 -5.007 -0.839 -1.0470
C -1.131 5.032 4.327 -0.3563
C -0.961 5.940 0.090 -0.6744
C 4.294 0.358 -2.384 -0.7524
C -6.661 4.031 1.970 -1.4284
C 1.939 -5.255 -0.198 -0.3525
C -0.634 1.772 4.526 0.6196
C 1.402 0.040 0.137 -0.4114
C 0.198 -3.284 3.385 -0.5256
C -4.345 -4.655 -1.930 -0.1457
C -1.821 -0.076 -2.846 -1.3396
C -3.469 0.622 2.231 -0.5470
H 4.501 -0.343 4.013 0.3968
H -1.817 -0.403 -3.886 0.4058
H -2.940 -5.583 0.532 0.3205
H 0.085 -4.031 -0.593 0.1911
H -0.177 -5.796 -0.515 0.4057
H 0.253 -3.103 -5.924 0.3083
H -1.808 4.237 -3.595 0.3236
H -3.688 -5.341 2.224 0.4272
H -1.130 -0.779 -2.381 0.1670
H -2.291 2.053 -3.115 0.2370
H -1.324 6.964 0.179 0.3919
H -4.081 -5.695 -1.740 0.3508
H -6.243 4.865 1.406 0.3027
H 0.052 -3.024 2.336 0.1200
H 2.304 -6.260 -0.411 0.2959
H 1.658 -2.091 -6.370 0.2497
H 2.179 0.395 0.814 0.0627
H -3.920 -3.478 -3.748 0.3439
H -2.855 -0.205 -2.528 0.4298
H -0.210 5.783 0.865 0.1298
H 2.683 2.806 -5.913 0.1082
H 3.909 3.028 -7.261 0.4086
H -7.465 3.578 1.391 0.3098
H 1.327 -1.013 -0.134 0.1083
H -4.819 3.719 3.137 0.0966
H 5.702 -0.023 -4.046 0.3447
H 1.671 -5.278 0.859 0.2613
H -0.321 2.398 3.691 -0.0989
H -0.617 5.885 -0.942 0.1172
H -5.341 -4.790 -2.350 0.2596
H -1.620 1.333 4.373 0.0349
H 4.409 -2.129 4.015 0.2681
H -1.281 4.465 3.409 -0.3054
H 3.647 -1.165 2.704 0.0064
H 4.961 -5.751 0.920 0.3959
H 3.879 1.288 -1.993 0.1914
H 4.391 3.028 -5.582 0.3042
H 3.467 -0.349 -2.437 0.0522
H -0.047 5.129 4.372 0.3714
H -7.187 4.536 2.780 0.4181
H -3.449 -0.462 2.341 0.4591
H 2.672 4.476 0.688 0.3913
H -0.375 5.235 -3.840 0.4586
H -0.102 -0.214 5.150 0.3455
H -1.521 1.797 -1.625 0.3392
H 1.203 0.653 -0.742 -0.0783
H -2.586 -4.177 1.523 -0.1145
H -2.573 1.044 1.776 -0.1358
H 1.313 0.911 5.224 0.4137
H 0.800 0.466 3.693 -0.2067
H 5.997 -4.460 1.411 0.3139
H 1.488 3.272 0.889 0.0626
H -3.793 1.067 3.172 0.2969
H 0.633 -5.173 -1.908 0.3172
H 4.976 -0.090 -1.662 0.4352
H 5.671 -4.765 -0.389 0.3297
H -3.532 -5.064 -3.954 0.4188
H -1.644 5.993 4.269 0.4606
H 0.554 -4.308 3.488 0.3623
H 1.848 -3.909 -6.055 0.2913
H -2.515 -3.966 -3.035 0.2648
H 0.859 -2.614 3.935 0.1630
H 1.709 4.473 2.219 0.1768
H -0.633 3.898 -4.960 0.4004
H 5.384 1.636 -3.894 0.4115
H -5.964 2.291 3.063 0.4840
```

Its gap between HOMO and LUMO is 9.649 eV. As for the energy above the lowest of the compared OMol25 structures with the same formula, charge and spin: 104.2 kcal per mole. As for the SMILES: CCOS(C)(=O)=O.CCOS(C)(=O)=O.CCOS(C)(=O)=O.CCOS(C)(=O)=O.CCOS(C)(=O)=O.CCOS(C)(=O)=O.C[N+](=O)[O-].C[N+](=O)[O-].C[N+](=O)[O-].C[N+](=O)[O-].C[N+](=O)[O-].C[N+](=O)[O-]. The LUMO energy comes out at -0.6 eV. The total energy comes out at -5928.123209 Eh. As for the multiplicity: 1.

=====

Below is 6 unconnected molecules or ions with the total composition C24H66N6O6, with properties calculated with ωB97M-V/def2-TZVPD.

```
102
Properties=species:S:1:pos:R:3:mulliken_charge:R:1
O 5.912 -0.359 0.599 -0.3843
O -0.692 -3.579 5.103 -0.3185
O 3.085 1.288 -5.047 -0.3829
O -2.353 1.828 4.548 -0.2819
O -4.633 0.191 -4.847 -0.3532
O -1.685 0.856 -0.337 -0.3742
N -8.159 1.008 -4.227 -0.6985
N 1.727 2.186 0.375 -0.6653
N -2.023 2.257 7.647 -0.7770
N 2.596 -3.108 3.545 -0.6592
N 1.534 3.728 -7.294 -0.5562
N 5.802 -3.027 1.781 -0.6202
C -1.984 1.039 6.810 0.8354
C 0.067 1.370 1.939 -1.5193
C 5.043 0.562 -0.018 -0.6977
C 1.680 -2.019 5.527 -1.2269
C -3.407 0.622 -4.308 -0.4926
C 2.531 2.497 -5.488 -0.7241
C -7.051 0.323 -4.856 0.7589
C 1.607 -3.271 4.652 0.2357
C -2.467 -0.125 7.663 -1.2923
C 2.917 1.881 -7.891 -1.2876
C -0.466 1.579 -0.519 -0.5965
C -6.929 0.645 -6.328 -1.4925
C 0.213 -3.371 4.049 -0.3561
C -5.752 0.628 -4.109 -0.8448
C 5.950 -1.558 -0.172 -0.8870
C -3.289 1.950 3.525 -0.8294
C 2.119 0.404 -4.504 -0.2881
C -2.967 1.224 5.677 -1.0569
C -2.019 -3.600 4.643 -0.6760
C 6.618 -2.648 0.608 0.6589
C 0.596 1.263 0.513 0.8837
C 6.809 -3.928 -0.199 -1.4026
C 1.881 2.374 -6.855 0.5559
C -1.641 -0.519 -0.626 -0.7114
H 2.118 4.491 -7.005 0.1622
H 1.858 -4.145 5.250 0.4490
H 2.536 -2.149 3.226 0.2252
H 2.167 1.995 -0.525 0.1817
H 0.208 -4.159 3.283 0.4039
H -4.280 2.228 3.890 0.3900
H 7.574 -2.314 1.032 0.2442
H -7.738 0.231 -6.934 0.3767
H 0.931 0.234 0.346 0.2560
H 3.095 0.810 -7.715 0.3008
H -1.924 3.035 6.995 0.2686
H -5.653 1.698 -3.868 0.3587
H -0.715 0.611 1.998 0.2012
H 2.572 -2.014 6.161 0.4006
H 5.059 0.454 -1.109 0.3111
H -6.970 1.726 -6.523 0.3831
H 7.524 -3.743 -1.006 0.3665
H -3.382 1.714 -4.217 0.3401
H 1.848 2.947 -4.755 0.3082
H -1.192 2.317 8.229 0.2535
H -3.435 1.042 2.908 0.3043
H 0.834 1.270 2.694 0.4649
H -5.969 0.346 -6.742 0.3651
H -0.855 2.602 -0.511 0.2643
H -7.065 -0.775 -4.776 0.1466
H -0.110 1.427 -1.551 0.2617
H 0.004 -2.431 3.513 -0.0661
H -1.012 0.858 6.341 0.2041
H 1.187 0.477 -5.065 0.2404
H -2.211 -2.631 4.154 0.2010
H 4.015 0.461 0.346 0.2337
H 3.494 -3.262 3.988 0.2730
H -1.527 -1.033 0.339 0.2231
H -0.853 -0.826 -1.319 0.3122
H -1.707 -0.421 8.392 0.3701
H 5.866 -4.250 -0.636 0.3139
H -2.954 2.581 2.698 0.2712
H -0.409 2.350 2.025 0.2717
H -3.883 1.747 5.988 0.3832
H -2.567 -1.070 7.114 0.2306
H -3.238 0.127 -3.345 0.1293
H 1.538 -1.079 5.003 0.2058
H -2.629 0.337 -5.015 0.2350
H 5.362 -2.239 2.232 0.1919
H -2.761 -3.654 5.438 0.2691
H 0.906 -1.996 6.309 0.3148
H 1.092 3.909 -8.174 0.1986
H 6.423 -1.326 -1.136 0.4048
H 1.481 3.168 0.299 0.2809
H 2.569 -0.582 -4.453 0.2632
H 3.872 2.399 -7.801 0.2738
H -2.199 -4.409 3.929 0.3282
H 1.012 1.717 -6.866 0.1395
H 1.883 0.705 -3.471 -0.0417
H 5.308 1.611 0.138 0.3104
H 7.226 -4.694 0.451 0.3799
H -3.448 0.111 8.070 0.3449
H 4.927 -1.842 -0.464 0.3780
H 2.561 1.998 -8.911 0.4081
H -8.890 1.220 -4.896 0.2531
H 3.330 3.233 -5.619 0.4323
H -5.721 0.114 -3.134 0.2955
H -2.590 -0.889 -1.018 0.2479
H -3.347 0.248 5.331 0.3783
H -8.620 0.397 -3.561 0.2561
H 6.306 -3.603 2.435 0.1968
```

Its gap between HOMO and LUMO is 9.284 eV. As for the energy above the lowest of the compared OMol25 structures with the same formula, charge and spin: 54.8 kcal per mole. As for the SMILES: COC[C@H](C)N.COC[C@H](C)N.COC[C@H](C)N.COC[C@H](C)N.COC[C@H](C)N.COC[C@H](C)N. The LUMO energy comes out at 0.5 eV. The total energy comes out at -1733.808822 Eh. As for the multiplicity: 1.

=====

| no. | HOMO energy (eV) |
| --- | --- |
| 1 | -10.220 |
| 2 | -8.814 |